{
  "formula": "C9H14",
  "method": "ωB97M-V/def2-TZVPD",
  "elements": ["C", "C", "C", "C", "C", "C", "C", "H", "H", "H", "H", "H", "H", "H", "H", "C", "C", "H", "H", "H", "H", "H", "H"],
  "positions_angstrom": [[0.04190, -1.72924, -1.65876], [-1.10940, -0.40212, 0.14480], [-0.12208, -1.25844, -0.24016], [-1.05188, 0.37340, 1.28073], [-0.00792, 0.02750, 2.16252], [0.83032, -1.70226, 0.68029], [0.82348, -1.14531, 1.97373], [-2.01067, -0.28237, -0.55357], [-1.74384, 1.18881, 1.68814], [-0.82914, -2.47627, -1.90544], [0.97785, -2.20943, -1.74296], [-0.07046, 0.49008, 3.14393], [1.70586, -2.20960, 0.25924], [1.44103, -1.61555, 2.71356], [-0.01724, -0.83343, -2.34187], [-0.32880, 2.25556, -2.08324], [0.82559, 2.54042, -0.98982], [-0.44693, 3.01139, -2.82081], [-0.21600, 1.25580, -2.48412], [-1.36118, 2.23941, -1.65669], [0.64255, 3.48910, -0.48858], [1.81890, 2.31638, -1.30141], [0.70202, 1.87869, -0.13006]],
  "homo_lumo_gap_ev": 9.9,
  "e_tot_ha": -351.27457,
  "homo_ev": -8.879,
  "de_lowest_kj_mol": 146.0,
  "smiles": "Cc1ccccc1.CC"
}

=====

{
  "formula": "C9H14",
  "method": "ωB97M-V/def2-TZVPD",
  "elements": ["C", "C", "H", "H", "H", "H", "H", "H", "C", "C", "C", "C", "C", "C", "C", "H", "H", "H", "H", "H", "H", "H", "H"],
  "positions_angstrom": [[-1.82818, 3.06669, -1.19972], [-0.97710, 3.40042, 0.10176], [-2.67599, 3.75484, -1.28609], [-1.33042, 3.41802, -2.10710], [-2.07362, 2.01324, -1.23544], [0.02948, 3.58585, -0.24977], [-0.88940, 2.48311, 0.67984], [-1.55261, 4.22368, 0.50972], [-1.56059, -1.05619, -1.08631], [1.14136, -2.28631, 1.30825], [1.98518, -1.18154, 1.39612], [0.04732, -2.22488, 0.42249], [-0.24196, -1.13938, -0.37949], [1.85341, -0.17849, 0.44614], [0.76430, -0.13231, -0.40357], [1.35898, -3.21999, 1.79723], [2.88641, -1.38526, 1.97246], [-0.50420, -3.16539, 0.35014], [2.55309, 0.63372, 0.50980], [-1.48476, -1.58806, -2.04529], [-2.03480, -0.09565, -1.25135], [0.59628, 0.78015, -0.95843], [-2.24122, -1.36401, -0.25863]],
  "homo_lumo_gap_ev": 10.1,
  "e_tot_ha": -351.28022,
  "homo_ev": -9.065,
  "de_lowest_kj_mol": 131.2,
  "smiles": "Cc1ccccc1.CC"
}

=====

{
  "formula": "C9H14",
  "method": "ωB97M-V/def2-TZVPD",
  "elements": ["C", "C", "H", "H", "H", "H", "H", "H", "C", "C", "C", "C", "C", "C", "C", "H", "H", "H", "H", "H", "H", "H", "H"],
  "positions_angstrom": [[0.47216, 2.97229, -0.42945], [-1.02911, 3.29332, -0.82839], [0.65207, 3.05431, 0.64272], [0.76941, 2.02801, -0.90829], [0.95913, 3.87449, -0.85072], [-0.94501, 3.43519, -1.93276], [-1.19970, 4.23666, -0.28768], [-1.76025, 2.50480, -0.75783], [1.45427, -0.75985, 1.81479], [-1.08262, -2.71025, -0.97397], [-1.53055, -2.53012, 0.30408], [0.05787, -2.05112, -1.39071], [-0.70407, -1.85550, 1.21768], [0.93502, -1.42523, -0.53169], [0.56657, -1.44504, 0.81653], [-1.64033, -3.35222, -1.67065], [-2.53194, -2.85432, 0.56238], [0.28369, -2.09375, -2.44603], [-0.91319, -1.62609, 2.25726], [1.76522, -0.87504, -0.93893], [1.77549, -1.52946, 2.55145], [1.18781, 0.18198, 2.27951], [2.45804, -0.47305, 1.50072]],
  "homo_lumo_gap_ev": 10.0,
  "e_tot_ha": -351.28994,
  "homo_ev": -9.048,
  "de_lowest_kj_mol": 105.7,
  "smiles": "Cc1ccccc1.CC"
}

=====

{
  "formula": "C9H14",
  "method": "ωB97M-V/def2-TZVPD",
  "elements": ["C", "C", "C", "C", "C", "C", "C", "H", "H", "H", "H", "H", "H", "H", "H", "C", "C", "H", "H", "H", "H", "H", "H"],
  "positions_angstrom": [[1.64589, -1.48575, 2.23548], [-0.26074, -1.40536, 0.57112], [0.36396, -0.88164, 1.69848], [-1.42145, -0.80902, 0.10670], [-2.05475, 0.23036, 0.85628], [-0.19826, 0.14504, 2.39114], [-1.39456, 0.72962, 1.97758], [0.22837, -2.23298, 0.04162], [-1.89814, -1.18532, -0.78174], [1.59232, -2.50709, 1.96878], [1.68224, -1.39258, 3.32089], [-3.00077, 0.66011, 0.46651], [0.26707, 0.50530, 3.28970], [-1.83465, 1.54801, 2.50814], [2.56719, -1.06121, 1.86804], [0.61182, 1.11607, -2.06722], [0.32101, 1.21235, -3.53914], [1.20072, 1.92879, -1.76388], [-0.32155, 1.12441, -1.58040], [1.11685, 0.17406, -1.82713], [-0.23130, 0.33475, -3.87985], [1.26300, 1.16140, -4.04503], [-0.24427, 2.09069, -3.81607]],
  "homo_lumo_gap_ev": 10.1,
  "e_tot_ha": -351.31544,
  "homo_ev": -9.051,
  "de_lowest_kj_mol": 38.7,
  "smiles": "Cc1ccccc1.CC"
}

=====

{
  "formula": "C9H14",
  "method": "ωB97M-V/def2-TZVPD",
  "elements": ["C", "C", "C", "C", "C", "C", "C", "H", "H", "H", "H", "H", "H", "H", "H", "C", "C", "H", "H", "H", "H", "H", "H"],
  "positions_angstrom": [[1.38529, -1.71282, -1.53546], [-1.63006, -0.70034, 0.58258], [-1.08293, -0.75351, 1.85845], [-0.89213, -0.99575, -0.52334], [0.47277, -1.40425, -0.27265], [0.25410, -1.06471, 2.05414], [1.12154, -1.26912, 1.02330], [-2.69153, -0.57874, 0.41222], [-1.73518, -0.72029, 2.72517], [-1.36444, -1.03493, -1.48874], [0.53203, -1.03859, 3.13818], [2.32101, -2.13499, -1.07707], [1.66539, -0.84422, -2.07525], [2.17350, -1.44416, 1.27441], [1.03350, -2.58689, -2.16983], [0.59163, 2.19547, -0.56387], [-0.97468, 2.30412, -0.49205], [1.04221, 2.68374, -1.45434], [0.80254, 2.61124, 0.43222], [1.06913, 1.17121, -0.58553], [-1.58233, 1.73761, -1.12096], [-1.15470, 3.34131, -0.64010], [-1.35668, 2.23862, 0.49853]],
  "homo_lumo_gap_ev": 9.9,
  "e_tot_ha": -351.27718,
  "homo_ev": -8.829,
  "de_lowest_kj_mol": 139.2,
  "smiles": "Cc1ccccc1.CC"
}

=====

{
  "formula": "C9H14",
  "method": "ωB97M-V/def2-TZVPD",
  "elements": ["C", "C", "H", "H", "H", "H", "H", "H", "C", "C", "C", "C", "C", "C", "C", "H", "H", "H", "H", "H", "H", "H", "H"],
  "positions_angstrom": [[1.93064, 1.00868, -0.92573], [2.41911, 1.46572, 0.47933], [2.73573, 1.06001, -1.66043], [1.80812, -0.09571, -0.84996], [1.03434, 1.42332, -1.37750], [2.40402, 0.61502, 1.17741], [1.85700, 2.23152, 0.95806], [3.49300, 1.67243, 0.43457], [-1.71155, -0.19490, -2.11528], [-1.04586, -0.28008, -0.76895], [-0.48628, -1.50776, -0.40138], [-1.04512, 0.79302, 0.16874], [-0.08784, -1.71771, 0.91235], [-0.70634, 0.49778, 1.45566], [-0.10112, -0.72439, 1.84676], [-2.45110, 0.55694, -2.30747], [-2.53536, -0.90064, -2.20902], [-0.42869, -2.28013, -1.16129], [-1.53600, 1.70599, -0.10591], [0.40325, -2.73003, 1.10394], [-0.85555, 1.25253, 2.22037], [0.25546, -0.77651, 2.87472], [-0.98378, -0.27374, -2.91682]],
  "homo_lumo_gap_ev": 9.8,
  "e_tot_ha": -351.28756,
  "homo_ev": -8.825,
  "de_lowest_kj_mol": 111.9,
  "smiles": "Cc1ccccc1.CC"
}